This record from OMol25 describes C6H13FInNO2 as an isolated structure at a distorted geometry. The level of theory is ωB97M-V/def2-TZVPD.

Geometry (Å):
1 In 0.3702 -4.0982 3.0225
2 F 1.1630 -1.8046 1.4547
3 O 0.2436 1.0288 1.9841
4 O 1.9654 -0.5882 -0.7367
5 N -1.3571 0.2185 -0.8711
6 C -3.5334 0.4998 -1.1181
7 C 3.2806 -0.8089 -0.9925
8 C -1.9367 -0.5725 0.0543
9 C 1.0186 1.9142 1.1607
10 C -2.2930 0.9135 -1.6202
11 C -3.3039 -0.3881 -0.0896
12 H -4.0975 -0.8414 0.4858
13 H -0.3634 0.1865 -1.0491
14 H 1.6778 -1.0156 0.0734
15 H 3.6799 -1.0972 -0.0201
16 H 2.0896 1.7575 1.2894
17 H -4.4493 0.9375 -1.4866
18 H 0.4404 0.1521 1.6460
19 H 3.7629 0.1276 -1.2725
20 H 0.8668 1.7415 0.0952
21 H 3.4911 -1.5718 -1.7420
22 H -2.1856 1.6005 -2.4466
23 H -1.3430 -1.2215 0.6810
24 H 0.8130 2.9301 1.4981

Cartesian forces (eV/Å) of the 2 atoms listed first:
0.555 1.146 -0.727
-0.932 -0.794 0.560

Results
highest occupied orbital energy (spin up / spin down): -12.066 / -12.065 eV
spin multiplicity: 2
LUMO level (spin up / spin down): -4.2 / -7.1 eV
total charge: +1
frontier orbital gap (spin up / spin down): 0.2894 / 0.1842 Ha

Results of the Löwdin charge analysis, in e, for atoms 1 through 4:
1. In 0.95
2. F -0.67
3. O -0.13
4. O -0.16

***

This record from OMol25 describes CH4N2O2S as an isolated structure at a distorted geometry. The level of theory is ωB97M-V/def2-TZVPD.

Geometry (Å):
1 S -2.5314 -0.2648 -0.1114
2 O -0.3023 2.0089 -0.0437
3 O 1.7638 -1.0683 0.1050
4 N -0.7868 -0.3625 -0.2050
5 N 1.4558 0.3788 -0.1151
6 C 0.0711 0.7723 -0.1883
7 H -0.3652 -1.1529 0.2651
8 H 2.2812 1.0817 -0.0581
9 H -2.7014 0.2774 1.1598
10 H 1.1151 -1.6707 -0.8082

Cartesian forces (eV/Å) of the 2 atoms listed first:
1.205 0.487 0.711
1.736 -5.541 -1.352

Results
highest occupied orbital energy: -9.832 eV
LUMO level: -0.2 eV
total charge: 0
frontier orbital gap: 0.3557 Ha

Results of the Löwdin charge analysis, in e, for atoms 1 through 4:
1. S 0.74
2. O -0.04
3. O -0.17
4. N -0.38

***

This record from OMol25 describes an isolated molecule of C5H4N2O at a distorted geometry. The level of theory is ωB97M-V/def2-TZVPD.

Geometry (Å):
1 O 1.5267 -0.6554 -1.6983
2 N 2.9691 1.4150 0.2813
3 N -1.8771 1.9069 -0.8450
4 C 0.8084 -0.0879 -0.8808
5 C 1.9195 0.8609 -0.1289
6 C -0.7306 -0.3461 -0.4647
7 C -1.5857 0.7243 -0.8563
8 C -0.7215 -0.5751 1.0811
9 H 0.4441 -1.1995 1.1250
10 H -0.8198 -1.5929 -0.8920
11 H -1.5645 -1.0150 1.6775
12 H -0.3686 0.5648 1.6011

Cartesian forces (eV/Å) of the 2 atoms listed first:
-3.467 0.344 1.185
-8.051 -4.180 -3.073

Results
highest occupied orbital energy: -11.247 eV
structure (SMILES): C[C@@H](C#N)C(=O)C#N
LUMO level: -1.0 eV
total charge: 0
frontier orbital gap: 0.3772 Ha

Results of the Löwdin charge analysis, in e, for atoms 1 through 4:
1. O 0.09
2. N 0.11
3. N 0.18
4. C -0.29

***

This record from OMol25 describes an isolated molecule of C6H10O at a distorted geometry. The level of theory is ωB97M-V/def2-TZVPD.

Geometry (Å):
1 O -0.5907 1.3539 -0.1644
2 C -0.8508 0.0017 -0.5289
3 C 1.0957 -0.7862 1.0225
4 C 1.5279 0.2551 -0.0981
5 C 0.7790 1.5692 -0.3831
6 C 0.4536 -0.7465 -0.3194
7 C -2.0220 -0.5001 0.2867
8 H 1.0437 2.5426 0.0637
9 H 0.7376 -0.2846 1.9103
10 H 1.0574 1.5305 -1.4608
11 H -2.8976 0.1304 0.1082
12 H -1.0688 -0.0320 -1.6061
13 H 1.5814 -1.7547 1.2550
14 H 0.6464 -1.5935 -0.9618
15 H 2.5411 0.3182 -0.4906
16 H -1.7728 -0.4716 1.3534
17 H -2.2612 -1.5324 0.0134

Cartesian forces (eV/Å) of the 2 atoms listed first:
0.200 -0.110 0.084
-0.105 -0.175 -0.155

Results
highest occupied orbital energy: -9.538 eV
structure (SMILES): C[C@H]1OC[C@H]2C[C@H]21
LUMO level: 1.1 eV
total charge: 0
frontier orbital gap: 0.3909 Ha

Results of the Löwdin charge analysis, in e, for atoms 1 through 4:
1. O -0.09
2. C -0.37
3. C -0.04
4. C -0.18

***

This record from OMol25 describes an isolated molecule of C3N4O at a distorted geometry. The level of theory is ωB97M-V/def2-TZVPD.

Geometry (Å):
1 O -2.5860 -0.9934 -0.1105
2 N 2.0763 0.2468 -0.3084
3 N -0.1182 1.4067 0.1234
4 N 2.0909 -1.0163 0.3053
5 N -1.3441 0.9565 0.1064
6 C 0.8102 0.5722 -0.0852
7 C -1.7911 -0.1687 0.0184
8 C 0.8621 -1.0038 -0.0494

Cartesian forces (eV/Å) of the 2 atoms listed first:
0.039 -1.127 0.113
0.237 2.074 -1.304

Results
highest occupied orbital energy: -9.990 eV
structure (SMILES): O=C=N/N=C1\C2=NN21
LUMO level: -1.6 eV
total charge: 0
frontier orbital gap: 0.3082 Ha

Results of the Löwdin charge analysis, in e, for atoms 1 through 4:
1. O 0.20
2. N 0.11
3. N 0.09
4. N 0.08

***

This record from OMol25 describes an isolated ion of composition C14H27BBrFN3O6 and charge -1 at a distorted geometry. The level of theory is ωB97M-V/def2-TZVPD.

Geometry (Å):
1 Br -6.0262 -0.9648 0.3140
2 F -1.8046 -2.6014 1.1035
3 O -0.4439 1.1984 -2.1856
4 O -1.1120 2.8739 -3.2939
5 O -1.2742 0.8797 -0.0575
6 O 5.2503 -3.3112 -1.2652
7 O -0.9990 -1.2348 -0.8923
8 O 4.1564 -2.0966 0.2034
9 N 2.5395 2.3254 3.1048
10 N -1.2960 2.2670 -2.2915
11 N 0.8463 -1.2309 0.3899
12 C 0.2795 -0.6515 -0.8260
13 C 0.8446 1.9130 -0.2932
14 C 4.2999 -2.7018 -1.0183
15 C -4.5956 0.2401 -0.3563
16 C 3.1571 -2.5876 -2.0006
17 C -0.1333 0.8598 -0.7719
18 C -3.3857 -0.5107 -0.9597
19 C 0.9680 -1.1956 -2.0872
20 C 1.5929 1.5711 0.9979
21 C -4.2530 1.2455 0.7236
22 C -2.2102 -1.2658 1.3160
23 C -1.4888 -0.7020 2.5444
24 C 2.5200 -1.1755 -2.0366
25 C 1.9002 2.7851 1.8600
26 B -1.9882 -0.4147 -0.1194
27 H 0.2427 2.8038 -0.0883
28 H 2.4915 1.0148 0.7363
29 H 0.6722 -2.2375 -2.1507
30 H -0.6367 -1.3311 2.7804
31 H 1.5106 2.2096 -1.1011
32 H -2.1596 -0.6509 3.4040
33 H 2.8874 -0.7006 -2.9449
34 H -5.1251 1.8288 1.0165
35 H -3.6434 -1.5683 -0.9928
36 H -5.0589 0.8011 -1.1592
37 H 3.5901 -2.7952 -2.9686
38 H -3.2653 -1.3548 1.5780
39 H 2.5738 3.4444 1.3168
40 H 0.9493 0.9229 1.5872
41 H -1.1007 0.3057 2.3919
42 H 1.8389 2.1648 3.8189
43 H 0.9576 3.2879 2.0805
44 H 2.4269 -3.3440 -1.7214
45 H -3.5268 1.9414 0.3105
46 H 2.9010 -0.5985 -1.1973
47 H 0.6341 -0.7356 -3.0127
48 H 4.8076 -1.3822 0.2533
49 H -3.8526 0.7947 1.6262
50 H 1.7983 -0.9284 0.5781
51 H -3.2880 -0.2100 -2.0060
52 H 0.8745 -2.2383 0.2903
53 H 3.1563 3.0414 3.4720

Cartesian forces (eV/Å) of the 2 atoms listed first:
0.013 0.057 -0.067
0.049 -0.328 0.241

Results
highest occupied orbital energy: -4.799 eV
LUMO level: 2.5 eV
total charge: -1
frontier orbital gap: 0.2683 Ha

Results of the Löwdin charge analysis, in e, for atoms 1 through 4:
1. Br 0.58
2. F -0.07
3. O -0.03
4. O 0.02

***

This record from OMol25 describes C19H37N3O4PSTeTl as an isolated structure. The level of theory is ωB97M-V/def2-TZVPD.

Geometry (Å):
1 Tl -0.1347 0.0275 -0.1578
2 Te 1.8357 -4.9827 -2.0577
3 S -1.2070 0.1613 2.5530
4 P 1.0572 -3.4057 -0.4172
5 O 0.3321 -2.2750 -1.0733
6 O 1.2894 1.5423 -1.7581
7 O 2.2502 -2.7673 0.4432
8 O 0.2082 -4.2575 0.6052
9 N 0.3336 2.3274 0.8105
10 N -2.3127 0.8652 -1.2126
11 N 1.8816 -0.0888 1.4642
12 C -2.2889 1.7524 -2.2093
13 C -5.9287 1.9511 -3.2322
14 C -1.4258 1.9675 2.5947
15 C -0.9390 2.7687 1.3735
16 C -2.0271 -3.5631 1.2726
17 C -3.4331 2.1337 -2.8834
18 C 4.4775 -2.7880 1.3664
19 C 0.3234 -0.0857 3.5054
20 C 2.5013 1.2358 1.4574
21 C 1.5467 -0.6637 2.7625
22 C 2.7742 0.4977 -3.2917
23 C -4.6638 0.6473 -1.4886
24 C -0.5623 -3.5889 1.6438
25 C -4.6601 1.5775 -2.5289
26 C 1.8088 1.5643 -2.8730
27 C 3.2408 -3.6108 1.0976
28 C 1.5023 2.3886 1.6857
29 C -3.4803 0.3164 -0.8620
30 C 1.4557 2.6342 -3.8581
31 H 4.9154 -2.4337 0.4327
32 H -2.1741 -2.9965 0.3509
33 H 1.3926 -1.7300 2.6065
34 H 0.5513 0.8576 3.9951
35 H -5.5878 0.1795 -1.1731
36 H 5.2151 -3.4017 1.8836
37 H 2.0563 3.3188 1.5413
38 H 3.5448 0.3764 -2.5281
39 H 2.3041 2.9145 -4.4788
40 H -2.4987 2.1281 2.6896
41 H 2.4495 -0.7557 0.9507
42 H -3.4557 -0.4064 -0.0534
43 H 2.3865 -0.5466 3.4563
44 H 1.1632 2.3854 2.7199
45 H 1.0453 3.5094 -3.3578
46 H 2.9742 1.3701 0.4858
47 H -0.3895 -4.1549 2.5560
48 H 4.2465 -1.9297 2.0011
49 H -0.1802 -2.5725 1.7831
50 H 3.2715 1.3106 2.2313
51 H 2.2399 -0.4549 -3.3565
52 H -2.5977 -3.0992 2.0792
53 H -6.3991 1.0636 -3.6582
54 H 0.0639 -0.7982 4.2865
55 H -5.7498 2.6682 -4.0298
56 H -0.9684 2.3084 3.5218
57 H 3.2385 0.7136 -4.2491
58 H 3.4809 -4.4490 0.4407
59 H -1.3190 2.1676 -2.4637
60 H -6.6404 2.3837 -2.5273
61 H -0.9063 3.8152 1.6954
62 H -1.6786 2.6930 0.5793
63 H 0.5141 2.7860 -0.0753
64 H -3.3696 2.8586 -3.6845
65 H 0.6884 2.2227 -4.5246
66 H -2.3965 -4.5763 1.1223
67 H 2.8136 -4.0075 2.0191

Cartesian forces (eV/Å) of the 2 atoms listed first:
0.007 -0.003 0.160
-0.002 -0.016 0.014

Results
highest occupied orbital energy (spin up / spin down): -13.191 / -13.988 eV
LUMO level (spin up / spin down): -7.4 / -7.5 eV
total charge: +2
frontier orbital gap (spin up / spin down): 0.2143 / 0.2369 Ha

Results of the Löwdin charge analysis, in e, for atoms 1 through 4:
1. Tl 1.04
2. Te 0.82
3. S 0.88
4. P 0.09

***

This record from OMol25 describes C14H34AsF6O19S4V as an isolated structure at a distorted geometry. The level of theory is ωB97M-V/def2-TZVPD.

Geometry (Å):
1 As -2.6465 -5.8497 1.2703
2 V -0.2708 -0.8732 0.2299
3 S 0.4946 1.8701 2.5328
4 S 1.3196 -0.5843 -3.0307
5 S -0.8028 2.4613 -1.3708
6 S 3.4509 -0.9062 0.0252
7 F -2.1082 -6.8913 -0.0357
8 F -1.2906 -6.3678 2.2470
9 F -3.2366 -4.8408 2.5433
10 F -1.6505 -4.5897 0.6172
11 F -4.0324 -5.3908 0.3104
12 F -3.5661 -7.1996 1.9311
13 O 0.9020 3.2006 2.1690
14 O -0.0946 -1.7806 2.1941
15 O -4.0956 0.9726 1.2111
16 O 2.0151 -1.0035 0.1187
17 O -1.0328 1.8711 2.9576
18 O 0.5213 -0.1947 -4.3693
19 O 0.7197 -2.7020 4.0736
20 O -1.3794 -1.9845 4.0083
21 O 2.0642 0.5701 -2.6432
22 O 4.1151 -1.3470 -1.1615
23 O -1.0981 2.3065 -2.9363
24 O 0.6193 0.8207 1.5728
25 O -3.5759 -1.2184 1.3295
26 O -1.1656 -1.9964 -0.2434
27 O 4.1061 -1.6709 1.2587
28 O -1.9753 0.3369 0.9438
29 O -1.9916 2.9229 -0.7182
30 O -0.1629 1.2725 -0.8853
31 O 0.3698 -1.2021 -2.1361
32 C 3.2576 -2.0244 2.3895
33 C 1.2365 1.3441 4.0331
34 C -1.5159 3.5151 -3.6081
35 C 3.8663 0.7821 0.3798
36 C -2.3246 3.1143 -4.8078
37 C -0.5422 -1.0932 -4.7891
38 C -2.4930 3.7744 2.8388
39 C -1.5107 -0.3066 -5.6314
40 C -1.5617 2.9681 3.7309
41 C -0.3395 -2.1443 3.3835
42 C -3.3514 -0.0325 1.1952
43 C 2.3683 -1.8784 -3.6770
44 C 4.1353 -2.5149 3.5154
45 C 0.4059 3.7752 -1.2938
46 H -2.0841 1.2982 0.8769
47 H -0.6445 4.1088 -3.8890
48 H -1.1205 0.0003 -6.6030
49 H 4.8519 -1.7744 3.8779
50 H 1.2862 3.3520 -1.7799
51 H 0.3695 -2.6707 4.9732
52 H -3.5135 3.3947 2.7911
53 H 4.7170 -3.4138 3.3044
54 H 0.0055 4.7099 -1.6567
55 H 2.7484 -1.1458 2.8014
56 H 2.4621 -2.6957 2.0822
57 H 1.7497 -2.4610 -4.3644
58 H -1.7127 2.5909 -5.5472
59 H 2.3219 1.3037 4.0167
60 H -0.7388 3.6062 4.0687
61 H 2.6903 -2.5222 -2.8643
62 H -2.5334 4.8245 3.1406
63 H -0.0793 -1.8365 -5.4445
64 H 4.8649 0.9146 0.7735
65 H -2.1168 4.1259 -2.9301
66 H -2.0467 2.6107 4.6363
67 H -3.2198 2.5438 -4.5750
68 H 3.1796 -1.5706 -4.3335
69 H 3.0464 1.1246 1.0099
70 H -2.1562 3.7655 1.8018
71 H 0.9023 1.9707 4.8579
72 H -1.0298 -1.5682 -3.9425
73 H -2.6438 3.9764 -5.4040
74 H 0.7958 0.3525 4.1798
75 H -2.0381 0.4626 -5.0781
76 H 3.4502 -2.7412 4.3305
77 H 0.6258 3.7999 -0.2237
78 H 3.7342 1.2894 -0.5787
79 H -2.2761 -1.0164 -5.9807

Cartesian forces (eV/Å) of the 2 atoms listed first:
-0.461 -0.533 0.197
-1.624 -0.144 3.019

Results
highest occupied orbital energy (spin up / spin down): -5.134 / -5.143 eV
spin multiplicity: 2
LUMO level (spin up / spin down): 1.3 / 1.3 eV
total charge: -1
frontier orbital gap (spin up / spin down): 0.2358 / 0.2361 Ha

Results of the Löwdin charge analysis, in e, for atoms 1 through 4:
1. As 0.71
2. V 1.06
3. S 0.60
4. S 0.62